(1)
{
  "formula": "C29H43Cl2N5O5Tl",
  "method": "ωB97M-V/def2-TZVPD",
  "orbital_gap_ev": [4.9, 6.9],
  "charge": 1,
  "de_lowest_kj_mol": 0.0,
  "energy_ev": -78191.6615,
  "elements": ["H", "C", "H", "C", "H", "Cl", "C", "C", "H", "O", "H", "C", "O", "H", "H", "H", "C", "N", "Cl", "H", "H", "C", "H", "C", "C", "H", "N", "H", "H", "H", "N", "H", "C", "C", "C", "H", "H", "H", "H", "O", "Tl", "C", "C", "C", "H", "H", "C", "C", "H", "H", "C", "O", "H", "H", "H", "C", "H", "H", "H", "N", "C", "C", "H", "C", "C", "H", "C", "C", "H", "C", "H", "H", "H", "H", "C", "O", "C", "H", "H", "C", "H", "H", "H", "H", "N"],
  "coordinates": [[-1.9077, 1.6470, -3.1844], [2.1885, -4.0443, 0.5490], [-2.7628, -1.4706, -2.8277], [4.7133, -1.1066, -0.2126], [0.7310, -5.0776, -1.6445], [-3.0849, 5.6215, 5.8528], [3.1933, -1.2776, -0.1221], [-2.6425, -0.5775, -2.2092], [-3.2961, 0.1913, -2.6262], [0.0799, 2.9814, 1.8002], [-0.3977, -0.2676, -5.0163], [-0.6349, 3.5760, 2.6146], [1.5439, -1.2525, 2.8082], [0.2010, -1.2514, -3.1403], [0.6293, -0.5892, -1.5615], [0.8304, 4.3491, -4.0015], [-1.0612, 5.4768, 4.1293], [-2.2482, 1.8178, 2.5197], [1.1038, 5.6373, 2.5502], [0.3842, -2.0125, 0.2994], [1.6915, 1.4164, 1.2311], [2.3649, 2.3883, -0.9013], [-0.1389, -3.5501, 0.1007], [1.2130, -0.5509, 1.8774], [2.1769, 0.4437, 1.2397], [-1.4036, 3.8981, -3.1497], [0.3450, -2.8044, -0.4031], [-3.6177, 0.3048, 2.4072], [1.6604, 4.7195, -2.4886], [0.6313, 3.2832, -0.4285], [0.9120, 2.5572, -1.0803], [3.0113, -1.7203, 0.8558], [-2.2017, 4.8547, 4.6091], [1.3486, 3.9083, -3.1495], [-3.3601, 1.2233, 2.9203], [-0.7263, 4.6251, -1.6961], [4.0290, 1.1245, -0.9600], [-1.5447, -2.2907, -0.9777], [-0.7645, 6.4353, 4.5312], [-4.0559, -1.8444, -0.8012], [-1.0586, 1.0683, 0.2705], [0.4032, 2.9371, -2.4267], [-0.9154, 3.6747, -2.2005], [-1.1004, 0.9282, -3.3229], [3.5638, -2.8239, -1.5761], [2.0231, -3.4286, 1.4349], [2.9434, 0.9881, -1.0530], [-3.8261, 2.9432, 4.5154], [5.1981, -2.0476, 0.0505], [5.0699, -0.3482, 0.4858], [-2.6559, 3.5956, 4.0906], [0.0475, -0.6751, 1.2666], [1.6607, -4.9903, 0.6892], [-2.1355, -0.4095, -4.7197], [2.3023, -1.7288, -2.0534], [-0.3015, 4.8771, 3.1458], [-0.6787, -3.1627, -2.2115], [5.0422, -0.8369, -1.2175], [-1.6148, 3.1014, -1.5878], [2.4333, -0.0090, -0.1232], [-0.1853, -1.0357, -2.1376], [2.7038, -2.2688, -1.1938], [3.0803, 0.5199, 1.8575], [0.2310, 1.6899, -3.3231], [-1.8898, 2.9707, 3.0988], [2.9234, 3.0252, -1.5906], [1.7214, -3.3611, -0.7382], [-3.2554, -0.9279, -0.8347], [3.2534, -4.2663, 0.4837], [-4.1682, 1.7487, 3.9350], [1.0575, 1.0032, -3.1346], [2.6040, 2.7610, 0.0949], [2.4691, -4.9949, -1.9005], [-1.4754, 1.0484, -5.4486], [-1.2905, 0.2766, -4.7014], [-2.9057, -0.2233, 0.1889], [-0.5875, -2.3623, -1.4815], [-5.0569, 1.2151, 4.2395], [2.7776, 0.6205, -2.0719], [1.5608, -4.3964, -1.8460], [0.3692, 2.0237, -4.3541], [2.2400, 3.4113, -3.5353], [1.4082, -3.9349, -2.8230], [-4.4440, 3.3867, 5.2834], [-1.2785, -0.0464, -2.2126]],
  "forces_ev_per_angstrom": [[0.0, 0.0, 0.0], [0.0, 0.0, 0.0], [0.0, 0.0, 0.0], [0.0, 0.0, 0.0], [0.0, 0.0, 0.0], [0.0, 0.0, 0.0], [0.1, 0.0, 0.0], [0.0, -0.1, 0.1], [0.0, 0.0, 0.0], [0.1, 0.1, -0.1], [0.0, 0.0, 0.0], [-0.1, -0.1, 0.0], [0.0, 0.0, 0.1], [0.0, 0.0, 0.0], [0.0, 0.0, 0.0], [0.0, 0.0, 0.0], [0.0, 0.0, 0.0], [-0.1, 0.0, 0.1], [0.0, 0.0, 0.0], [0.0, 0.0, -0.1], [0.0, 0.0, 0.0], [0.0, 0.0, 0.0], [0.0, 0.0, 0.0], [-0.2, 0.0, 0.0], [0.0, 0.0, 0.0], [0.0, 0.0, 0.0], [0.0, 0.1, 0.2], [0.0, 0.0, 0.0], [0.0, 0.0, 0.0], [0.0, 0.0, 0.0], [0.0, 0.0, 0.1], [0.0, 0.0, 0.0], [0.0, 0.0, 0.0], [0.0, 0.0, 0.0], [0.0, -0.1, 0.0], [0.0, 0.0, 0.0], [0.0, 0.0, 0.0], [0.0, 0.0, 0.0], [0.0, 0.0, 0.0], [0.0, 0.0, -0.1], [0.0, -0.2, -0.1], [0.0, -0.1, 0.0], [0.0, 0.0, 0.0], [0.0, -0.1, -0.1], [0.0, 0.0, 0.0], [0.0, 0.0, 0.0], [0.0, 0.0, 0.0], [0.0, 0.0, 0.0], [0.0, 0.0, 0.0], [0.0, 0.0, 0.0], [0.0, 0.0, 0.0], [0.1, 0.1, -0.1], [0.0, 0.0, 0.0], [0.0, 0.0, 0.0], [0.0, 0.0, 0.0], [0.0, 0.0, 0.0], [0.0, 0.0, 0.0], [0.0, 0.0, 0.0], [0.0, 0.0, 0.0], [-0.2, -0.1, 0.0], [-0.1, -0.1, -0.1], [0.0, 0.0, 0.1], [0.0, 0.0, 0.0], [-0.1, 0.1, 0.0], [0.0, 0.0, 0.0], [0.0, 0.0, 0.0], [0.0, 0.0, 0.0], [0.0, 0.0, 0.0], [0.0, 0.0, 0.0], [0.0, 0.0, 0.0], [0.0, 0.0, 0.0], [0.0, 0.0, 0.0], [0.0, 0.0, 0.0], [0.0, 0.0, 0.0], [0.0, 0.0, 0.0], [0.0, 0.1, 0.1], [0.0, 0.0, 0.0], [0.0, 0.0, 0.0], [0.0, 0.0, 0.0], [0.0, 0.0, 0.0], [0.0, 0.0, 0.0], [0.0, 0.0, 0.0], [0.0, 0.0, 0.0], [0.0, 0.0, 0.0], [0.0, 0.2, 0.3]],
  "mulliken_charge": [0.838, -1.816, 0.357, -2.097, 0.403, -0.189, -0.155, -0.773, 0.607, -0.115, 0.359, -0.486, -0.693, 0.538, -0.248, 0.503, -0.675, -0.073, -0.158, -0.116, -0.118, -2.111, 0.628, -0.124, 0.192, 0.422, 0.693, 0.604, 0.423, 0.275, 0.187, 0.386, 0.816, -2.191, -0.359, 0.541, 0.723, 0.558, 0.498, -0.683, 1.892, 2.054, -2.072, -0.452, 0.774, 0.414, -0.529, -0.636, 0.483, 0.355, -0.075, -0.953, 0.516, 0.320, 0.058, 0.361, 0.186, 0.458, 0.289, 1.293, 0.049, -1.376, 0.409, -1.302, 0.615, 0.500, 1.726, 0.147, 0.371, -1.033, 0.040, 0.496, 0.549, 0.568, -1.873, -0.565, -1.673, 0.439, 0.189, -2.109, 0.588, 0.513, 0.392, 0.438, 0.793]
}

=====

(2)
{
  "formula": "C29H43IN7OPPt",
  "method": "ωB97M-V/def2-TZVPD",
  "orbital_gap_ev": 6.9,
  "charge": 2,
  "de_lowest_kj_mol": 227.0,
  "energy_ev": -63871.1605,
  "elements": ["C", "H", "H", "C", "H", "P", "H", "H", "C", "H", "H", "H", "Pt", "O", "H", "C", "C", "H", "C", "C", "H", "N", "C", "N", "N", "C", "C", "C", "H", "C", "H", "C", "H", "C", "H", "C", "H", "H", "H", "H", "H", "H", "C", "C", "H", "C", "C", "C", "H", "H", "H", "H", "N", "H", "I", "H", "C", "N", "C", "N", "H", "H", "H", "H", "C", "H", "H", "H", "C", "C", "H", "N", "H", "H", "H", "C", "C", "H", "H", "C", "H", "H", "C"],
  "coordinates": [[-3.4876, 2.5670, -2.2394], [3.6055, -5.3031, 0.3286], [-0.1969, -1.0638, -3.1646], [-2.5244, -3.4606, -0.5474], [3.2327, -1.9353, 1.9193], [0.7678, -1.1993, -0.3899], [2.9140, -4.2266, 2.3086], [0.1219, -4.8906, -0.3809], [1.8038, 5.7899, 2.4227], [-3.9120, 1.0768, 1.3352], [-5.1176, 1.2046, 2.5764], [-1.0627, -3.2444, 1.0205], [-0.7628, 1.1095, 1.3616], [-2.0575, 2.0126, 2.7912], [0.2269, 2.7588, -3.4492], [-0.0882, -3.2962, -1.7940], [0.5109, 3.8425, 1.9459], [1.6508, 0.1968, -4.2628], [4.1016, -3.2985, -0.3147], [1.1172, 2.1266, -3.4174], [-3.3780, -3.6252, 0.1103], [-4.1649, 1.3364, 2.2773], [1.6732, 2.0889, -1.9821], [-0.4008, -2.2734, -0.7607], [-0.4212, 3.1322, 1.1352], [2.1972, 0.7065, -1.6290], [0.1188, -0.0926, -2.7918], [-2.6334, 3.4139, -1.5474], [-4.2349, 0.5696, -2.4408], [3.1056, -4.3527, 0.1483], [2.9919, 0.4105, -2.3169], [0.8941, 5.1398, 1.6116], [2.1134, 6.7964, 2.1776], [-1.4702, -2.6535, 0.1924], [-4.0889, 2.9534, -3.0504], [2.3241, -2.3466, 1.4753], [4.0480, -1.1689, -0.7050], [-2.8593, -0.3620, -0.6213], [0.8918, 2.3462, -1.2629], [-2.4644, -5.1096, -1.9437], [2.4740, 2.8174, -1.8506], [1.4946, -2.0024, 2.0917], [-1.9544, 1.5373, -0.1646], [2.3861, -3.8760, 1.4201], [0.4859, 5.6183, 0.7334], [1.9359, 3.8625, 3.8681], [-3.6859, 2.2167, 4.4812], [-0.4409, -4.6880, -1.2945], [-3.0837, 3.0445, 4.8383], [1.3797, -4.2980, 1.4720], [-4.7444, 2.4462, 4.5484], [-0.6581, -3.0765, -2.7010], [-1.0168, 3.7216, 0.2217], [3.0352, 5.6744, 4.1751], [-3.2964, 0.5472, 5.7532], [2.6182, 0.6991, -0.6242], [-1.9486, -4.8001, -1.0344], [0.1730, -0.3342, 0.9177], [-1.8733, 2.8925, -0.5090], [2.1981, -1.7728, 0.1234], [1.8408, 2.5770, -4.0963], [-2.5530, 4.4655, -1.7897], [0.7115, 2.1944, 3.3284], [-2.8845, -2.8676, -1.3935], [-2.8022, 0.6941, -0.8515], [-2.1317, -5.5778, -0.2928], [3.0277, -2.1213, -1.7787], [4.8024, -3.0742, 0.4925], [-3.5722, 1.2258, -1.8912], [0.7618, 0.7196, -3.9039], [4.7008, -3.6535, -1.1528], [1.0957, -0.2860, -1.6907], [-1.8935, -1.7509, 0.6262], [-0.7683, 0.4306, -2.4252], [2.3823, -4.5343, -0.6514], [1.0265, 3.1969, 3.0632], [-3.2627, 1.8392, 3.1017], [2.3379, 3.3737, 4.7444], [0.0718, 0.7658, -4.7464], [3.3704, -2.0251, -0.7478], [0.9704, -3.2278, -2.0544], [-0.1184, -5.4253, -2.0296], [2.3232, 5.1558, 3.5476]],
  "forces_ev_per_angstrom": [[0.0, 0.0, 0.0], [0.0, 0.0, 0.0], [0.0, 0.0, 0.0], [0.0, 0.0, 0.0], [0.0, 0.0, 0.0], [0.0, 0.0, -0.1], [0.0, 0.0, 0.0], [0.0, 0.0, 0.0], [0.0, 0.0, 0.0], [0.0, 0.0, 0.0], [0.0, 0.0, 0.0], [0.0, 0.0, 0.0], [0.0, -0.1, 0.0], [0.0, 0.0, 0.0], [0.0, 0.0, 0.0], [0.0, 0.0, 0.0], [0.0, 0.0, 0.0], [0.0, 0.0, 0.0], [0.0, 0.0, 0.0], [0.0, 0.0, 0.0], [0.0, 0.0, 0.0], [0.0, 0.0, 0.0], [0.0, 0.0, 0.0], [0.0, 0.0, 0.0], [0.0, 0.1, 0.0], [0.0, 0.0, 0.0], [0.0, 0.0, 0.0], [0.0, 0.0, 0.0], [0.0, 0.0, 0.0], [0.0, 0.0, 0.0], [0.0, 0.0, 0.0], [0.0, 0.0, 0.0], [0.0, 0.0, 0.0], [0.0, 0.0, 0.0], [0.0, 0.0, 0.0], [0.0, 0.0, 0.0], [0.0, 0.0, 0.0], [0.0, 0.0, 0.0], [0.0, 0.0, 0.0], [0.0, 0.0, 0.0], [0.0, 0.0, 0.0], [0.0, 0.0, 0.0], [0.0, 0.0, 0.0], [0.0, 0.0, 0.0], [0.0, 0.0, 0.0], [0.0, 0.0, 0.0], [0.0, 0.0, 0.0], [0.0, 0.0, 0.0], [0.0, 0.0, 0.0], [0.0, 0.0, 0.0], [0.0, 0.0, 0.0], [0.0, 0.0, 0.0], [0.0, 0.0, 0.0], [0.0, 0.0, 0.0], [0.0, 0.0, 0.0], [0.0, 0.0, 0.0], [0.0, 0.0, 0.0], [0.0, 0.0, 0.1], [0.0, 0.0, 0.0], [0.0, 0.0, 0.0], [0.0, 0.0, 0.0], [0.0, 0.0, 0.0], [0.0, 0.0, 0.0], [0.0, 0.0, 0.0], [0.0, 0.0, 0.0], [0.0, 0.0, 0.0], [0.0, 0.0, 0.0], [0.0, 0.0, 0.0], [0.0, 0.0, 0.0], [0.0, 0.0, 0.0], [0.0, 0.0, 0.0], [0.0, 0.0, 0.0], [0.0, 0.0, 0.0], [0.0, 0.0, 0.0], [0.0, 0.0, 0.0], [0.0, 0.0, 0.0], [0.0, 0.0, 0.0], [0.0, 0.0, 0.0], [0.0, 0.0, 0.0], [0.0, 0.0, 0.0], [0.0, 0.0, 0.0], [0.0, 0.0, 0.0], [0.0, 0.0, 0.0]],
  "mulliken_charge": [-0.980, 0.493, 0.262, -0.880, 0.511, -1.670, 0.451, 0.132, -0.723, 0.202, 0.249, 0.299, 0.586, -0.926, 0.346, -0.828, 0.489, 0.374, -1.034, -0.763, 0.553, -0.210, 0.257, 1.595, 1.006, -1.020, 0.389, -0.303, 0.517, -0.332, 0.302, -0.250, 0.419, -0.599, 0.446, -0.747, 0.283, 0.303, -0.568, 0.343, 0.597, 0.365, -0.041, -0.711, 0.464, -0.985, -1.316, -0.886, 0.389, 0.187, 0.530, 0.407, -0.611, 0.430, 0.167, 0.774, -0.915, -0.018, 0.270, 0.598, 0.318, 0.553, 0.389, 0.254, -0.264, 0.335, 0.490, 0.385, -0.443, -1.238, 0.470, 0.604, 0.300, -0.215, 0.034, -0.428, 0.803, 0.408, 0.435, -0.565, 0.582, 0.571, -0.448]
}